[1]
{"formula": "C24H80O16", "method": "ωB97M-V/def2-TZVPD", "relative_energy_kj_mol": 0.0, "e_homo_ev": -9.530, "symbols": ["O", "H", "H", "O", "H", "H", "O", "H", "H", "O", "H", "H", "O", "H", "H", "O", "H", "H", "O", "H", "H", "O", "H", "H", "C", "C", "C", "O", "H", "H", "H", "H", "H", "H", "H", "H", "C", "C", "C", "O", "H", "H", "H", "H", "H", "H", "H", "H", "C", "C", "C", "O", "H", "H", "H", "H", "H", "H", "H", "H", "C", "C", "C", "O", "H", "H", "H", "H", "H", "H", "H", "H", "C", "C", "C", "O", "H", "H", "H", "H", "H", "H", "H", "H", "C", "C", "C", "O", "H", "H", "H", "H", "H", "H", "H", "H", "C", "C", "C", "O", "H", "H", "H", "H", "H", "H", "H", "H", "C", "C", "C", "O", "H", "H", "H", "H", "H", "H", "H", "H"], "positions_angstrom": [[10.89315, -0.28142, 13.14415], [11.16813, 0.35591, 13.83000], [11.46329, -1.05715, 13.37817], [9.67075, -4.52638, 12.54042], [10.09719, -4.90250, 13.32716], [8.88704, -5.01409, 12.28553], [7.91111, -2.72482, 19.72318], [7.59227, -2.42131, 20.60338], [7.22150, -3.34406, 19.39838], [5.86552, -2.40940, 15.92021], [6.68154, -2.14209, 16.37209], [6.09710, -2.23068, 14.97411], [10.78123, -5.04615, 14.98466], [10.06791, -5.08609, 15.65472], [11.42240, -5.64195, 15.38089], [8.74731, -1.98909, 12.14303], [9.30202, -2.80005, 12.09881], [9.31858, -1.22522, 12.40065], [6.08907, -4.65819, 17.34977], [5.47359, -5.40194, 17.28325], [5.91906, -4.04142, 16.60166], [12.22510, -2.71814, 14.05619], [12.43072, -3.13455, 13.20132], [11.72659, -3.44477, 14.52454], [5.27363, -0.42917, 18.61138], [4.89677, 0.10703, 19.96451], [5.03002, 1.60476, 20.04429], [3.48360, -0.18322, 20.27064], [5.11376, -1.52203, 18.54992], [6.31092, -0.27218, 18.47140], [4.63557, 0.05564, 17.88502], [5.51919, -0.39121, 20.76933], [4.57612, 1.92785, 20.94805], [4.46129, 1.99262, 19.21121], [6.04193, 1.92311, 20.06600], [3.27981, -1.00641, 19.82836], [7.47096, 2.14151, 15.80161], [8.67557, 3.06348, 15.96878], [9.93885, 2.84639, 15.15876], [8.25213, 4.43123, 15.76457], [7.75042, 1.09771, 15.60830], [6.83867, 2.42358, 14.94267], [6.83623, 2.20529, 16.67488], [8.96860, 3.16462, 16.99374], [10.57523, 2.08158, 15.67200], [10.45855, 3.82690, 15.22716], [9.62657, 2.58682, 14.15288], [7.30186, 4.48908, 15.68584], [10.24598, -7.44353, 17.53857], [8.93772, -6.74009, 17.89258], [8.91261, -6.30982, 19.36843], [8.85733, -5.56007, 17.06118], [10.47706, -8.21413, 18.27650], [11.05891, -6.71930, 17.55247], [10.05567, -7.96920, 16.55985], [8.08532, -7.35724, 17.72281], [9.76413, -5.73563, 19.69043], [8.60082, -7.03336, 20.09929], [8.06299, -5.62152, 19.35775], [7.92536, -5.18509, 17.01344], [15.55226, 2.01436, 16.69542], [14.83416, 1.36310, 17.93831], [13.63413, 0.56111, 17.50359], [15.80069, 0.57583, 18.57986], [15.91208, 1.32193, 15.94233], [16.40354, 2.60921, 17.04890], [14.78917, 2.67619, 16.22239], [14.53811, 2.15632, 18.64596], [13.81606, -0.17467, 16.73000], [12.81295, 1.20016, 17.09654], [13.22800, 0.02266, 18.37063], [16.36392, 0.22499, 17.88935], [12.97602, -2.89147, 21.05978], [12.62592, -4.30950, 20.52599], [12.28203, -4.25952, 19.07002], [13.76591, -5.16423, 20.58226], [13.57036, -2.94444, 21.96951], [12.09265, -2.27348, 21.32918], [13.61571, -2.39264, 20.32923], [11.82852, -4.83176, 21.07469], [12.06260, -5.30415, 18.81252], [13.21818, -4.01311, 18.54692], [11.47550, -3.54382, 18.80607], [14.07777, -5.17471, 21.48982], [9.02861, -2.61228, 15.38324], [9.26311, -2.25708, 16.83233], [10.48852, -1.31449, 16.98940], [8.13202, -1.52979, 17.32781], [8.34106, -3.46944, 15.27442], [9.98509, -2.92856, 14.94612], [8.70902, -1.68445, 14.87205], [9.42052, -3.20461, 17.36696], [10.42812, -0.85876, 17.98313], [10.43519, -0.54968, 16.24015], [11.41082, -1.86493, 16.89928], [8.14693, -1.59191, 18.30740], [5.79596, -0.05955, 11.66137], [6.16419, -0.16243, 13.13934], [5.02530, 0.29823, 14.07412], [6.54311, -1.50415, 13.37348], [5.02537, -0.83806, 11.54370], [6.63541, -0.37297, 10.99726], [5.48208, 0.92680, 11.38607], [7.01838, 0.49114, 13.33631], [5.43864, 0.32435, 15.07677], [4.10089, -0.30224, 14.04332], [4.71065, 1.29191, 13.84613], [7.30809, -1.78793, 12.79660], [9.14863, 0.66612, 19.81086], [9.06028, 1.72401, 20.87158], [8.93215, 3.11139, 20.22815], [7.83354, 1.46051, 21.61524], [9.18297, -0.25361, 20.35857], [10.05017, 0.82268, 19.25089], [8.23223, 0.77910, 19.19317], [9.88262, 1.62741, 21.59298], [9.06816, 3.93570, 20.92503], [7.96224, 3.25338, 19.72413], [9.70055, 3.32480, 19.47150], [7.59574, 2.33476, 21.95699]], "forces_ev_per_a": [[0.956, -0.249, 0.793], [-0.427, -0.154, -0.528], [-0.656, 0.347, -0.161], [0.396, 0.324, -0.535], [-0.400, -0.198, 0.033], [0.015, -0.306, 0.282], [-0.837, -0.226, 0.944], [0.277, -0.306, -0.894], [0.489, 0.481, 0.133], [0.153, -0.322, -0.768], [0.032, 0.325, 0.427], [-0.318, 0.007, 0.326], [0.135, -0.268, 0.508], [-0.310, 0.089, -0.002], [0.335, -0.209, -0.209], [0.865, 0.485, -0.415], [-0.321, 0.509, 0.388], [-0.242, -0.840, -0.157], [0.293, -0.583, 0.130], [0.140, 0.364, -0.091], [-0.258, 0.373, 0.070], [-0.333, -1.085, -0.067], [0.016, 0.232, 0.330], [0.544, 0.875, -0.454], [-1.066, -0.932, 0.741], [-0.431, -0.892, 1.380], [-0.677, -0.826, -0.321], [1.105, 0.402, -0.223], [-0.009, 0.393, -0.037], [0.996, 0.375, -0.623], [0.167, 0.099, -0.539], [-0.503, 0.525, -0.711], [-0.491, 0.431, 0.867], [0.005, 0.505, -0.268], [0.881, 0.226, -0.314], [-0.150, -0.279, -0.075], [0.405, -0.316, -0.658], [-0.731, 1.101, 0.407], [-0.127, 0.204, 0.888], [0.246, 0.398, -0.703], [0.020, 0.132, 0.366], [0.423, 0.158, 0.099], [-0.138, -0.173, 0.320], [0.253, -0.988, 0.965], [-0.508, 0.367, -0.722], [-0.092, -0.750, -0.466], [0.581, -0.068, -0.352], [-0.265, -0.152, -0.038], [-1.252, -0.826, -0.841], [1.396, 0.942, 1.004], [-1.561, 1.011, -0.913], [-0.784, 0.138, -0.331], [-0.054, 0.045, -0.005], [0.030, -0.083, -0.351], [0.852, 0.674, 0.709], [-0.632, -0.648, -0.344], [0.518, 0.007, 0.007], [0.364, -0.833, 0.114], [0.053, 0.323, 0.382], [1.002, -0.736, 0.458], [-1.516, 1.152, 0.977], [0.978, 0.755, -1.908], [-1.436, 0.180, 0.326], [0.161, -0.545, 0.842], [-0.137, -0.487, 0.053], [-0.250, -0.007, -0.140], [0.784, -0.244, 0.050], [0.084, -0.281, -0.280], [0.488, -0.184, -0.168], [0.600, -0.212, 0.402], [0.001, 0.090, -0.171], [0.184, -0.246, 0.017], [-0.444, -0.445, 0.305], [0.189, 0.770, 0.525], [0.087, -0.302, -0.549], [0.257, 0.021, 0.051], [0.042, -0.203, 0.222], [0.403, -0.397, -0.522], [-0.232, 0.123, -0.070], [-0.097, 0.578, 0.177], [-0.349, 0.417, -0.393], [-0.371, 0.194, -0.058], [0.406, -0.615, 0.190], [0.099, -0.073, 0.104], [0.385, 0.310, -0.113], [0.867, 0.590, 0.073], [-0.934, -1.041, 0.658], [-0.063, -0.393, 0.141], [-0.055, 0.660, -0.150], [-0.552, 0.369, 0.086], [-0.155, -0.765, -0.060], [-0.098, 0.373, 0.383], [0.218, -0.067, -0.206], [0.015, 0.540, -0.443], [0.481, -0.128, -0.115], [-0.121, -0.158, -0.556], [0.437, -1.292, 0.049], [-0.177, 0.310, -0.816], [0.503, -1.028, -0.063], [-0.380, -0.442, 0.636], [-0.128, 0.577, -0.364], [-0.396, 0.320, 0.585], [-0.431, 0.488, -0.249], [0.160, 0.133, 0.101], [-0.282, -0.213, 0.347], [0.599, -0.191, -0.027], [0.013, 0.890, -0.409], [-0.355, 0.425, 0.460], [-0.857, 0.788, 0.423], [-0.985, 0.642, 0.058], [0.544, 0.442, -0.239], [0.641, 0.597, -0.107], [-0.072, -0.962, -0.232], [0.351, -0.121, -0.500], [0.706, -0.446, 0.102], [0.112, 0.335, -0.318], [-0.223, -0.015, 0.413], [0.241, -0.315, 0.238], [-0.059, -0.429, 0.078], [-0.250, -0.439, 0.201]]}

---

[2]
{"formula": "C11H41N15O7P", "method": "ωB97M-V/def2-TZVPD", "charge": 1, "e_homo_ev": -10.993, "symbols": ["C", "C", "C", "P", "C", "N", "H", "H", "H", "H", "H", "H", "H", "H", "H", "H", "H", "H", "H", "C", "O", "N", "N", "H", "H", "H", "H", "C", "O", "N", "N", "H", "H", "H", "H", "C", "O", "N", "N", "H", "H", "H", "H", "C", "O", "N", "N", "H", "H", "H", "H", "C", "O", "N", "N", "H", "H", "H", "H", "C", "O", "N", "N", "H", "H", "H", "H", "C", "O", "N", "N", "H", "H", "H", "H"], "positions_angstrom": [[0.99403, 0.06854, 0.23209], [0.26675, 0.32640, -1.07934], [-0.04069, 1.79856, -1.37688], [-1.41158, 2.34212, -0.41100], [-2.93421, 1.49988, -0.93531], [-3.31123, 0.46521, 0.01605], [1.33184, -0.96557, 0.28163], [1.87249, 0.70888, 0.32986], [0.36062, 0.22513, 1.11207], [0.86615, -0.00666, -1.92235], [-0.66103, -0.24951, -1.12452], [-0.31655, 1.92500, -2.42715], [0.82113, 2.43623, -1.16535], [-1.61638, 3.71259, -0.49739], [-1.17740, 2.09740, 0.93939], [-3.71948, 2.24883, -1.04187], [-2.71492, 1.12629, -1.94218], [-3.02708, -0.44797, -0.31466], [-4.31213, 0.42490, 0.14586], [-1.99546, 3.75629, 3.12303], [-1.18407, 2.84431, 2.96990], [-1.85608, 4.72186, 4.05520], [-3.09826, 3.82625, 2.30663], [-2.53248, 5.44753, 4.20326], [-1.05528, 4.67392, 4.65826], [-3.18117, 3.02966, 1.70420], [-3.75568, 4.58233, 2.27348], [2.87440, -0.01862, 3.33474], [3.66170, -0.74185, 2.75137], [3.19884, 1.24354, 3.74908], [1.59756, -0.43213, 3.60675], [2.57443, 1.83245, 4.26582], [4.14477, 1.54317, 3.60232], [1.36727, -1.37513, 3.34996], [0.90527, 0.14146, 4.04721], [-2.35384, -1.38594, 3.22982], [-3.02609, -2.18105, 2.59063], [-1.66342, -1.73884, 4.34993], [-2.20234, -0.08626, 2.82306], [-1.07281, -1.10762, 4.85562], [-1.73159, -2.69138, 4.68067], [-2.66558, 0.15574, 1.96587], [-1.68755, 0.61498, 3.32400], [-0.09425, -5.23902, 4.29436], [-0.71764, -4.81459, 5.25345], [0.81112, -6.25356, 4.40071], [-0.26639, -4.71379, 3.04278], [1.33229, -6.61378, 3.62479], [0.95159, -6.64874, 5.31125], [-0.96324, -3.99663, 2.94668], [0.21685, -5.03212, 2.22501], [-0.27820, -1.38274, -4.55608], [-0.35717, -0.29766, -3.97053], [-0.44319, -1.50854, -5.88519], [-0.01239, -2.53410, -3.86421], [-0.38947, -2.39170, -6.35692], [-0.62493, -0.68284, -6.44108], [0.12154, -2.47057, -2.87442], [0.07120, -3.42926, -4.30753], [6.66020, -0.80602, 0.11338], [6.87490, -1.93330, 0.51048], [5.63302, -0.03388, 0.59021], [7.43819, -0.21640, -0.85605], [5.45594, 0.89082, 0.24922], [5.04030, -0.41876, 1.31211], [8.20047, -0.75622, -1.21871], [7.29011, 0.71333, -1.19659], [-2.11453, 1.30280, -7.87486], [-1.63433, 0.17830, -7.87216], [-2.04097, 2.11814, -6.77842], [-2.74976, 1.81350, -8.96387], [-2.41349, 3.04796, -6.76153], [-1.57313, 1.75632, -5.96724], [-2.80771, 1.23053, -9.77779], [-3.14979, 2.73163, -8.99100]], "forces_ev_per_a": [[-0.189, 0.161, 0.217], [0.215, -0.162, -0.005], [0.441, 0.019, -0.273], [-0.021, 0.058, 0.287], [-0.227, -0.163, -0.200], [-0.043, 0.033, -0.185], [0.045, 0.009, -0.028], [0.043, -0.047, 0.006], [0.041, 0.053, -0.081], [-0.057, -0.122, -0.030], [0.027, -0.114, -0.100], [0.054, -0.048, -0.049], [-0.013, 0.003, -0.021], [0.055, 0.248, -0.098], [-0.071, 0.011, 0.255], [0.017, 0.018, 0.048], [-0.093, -0.022, -0.016], [0.065, -0.117, 0.141], [-0.110, 0.018, -0.017], [-0.251, 0.114, -0.210], [0.104, -0.098, 0.139], [0.058, -0.007, -0.048], [0.540, -0.098, 0.100], [-0.041, -0.031, 0.023], [0.009, 0.019, 0.010], [-0.477, 0.045, 0.019], [-0.072, -0.045, 0.081], [-0.221, 0.017, 0.179], [0.093, 0.007, -0.144], [-0.075, -0.022, -0.199], [0.107, 0.029, -0.072], [-0.005, -0.039, 0.061], [0.036, -0.020, 0.047], [-0.065, -0.026, 0.040], [0.061, 0.073, 0.048], [0.372, 0.126, 0.032], [-0.005, -0.084, -0.118], [-0.041, -0.248, 0.012], [0.059, -0.138, 0.146], [-0.078, 0.049, 0.058], [0.038, -0.022, 0.110], [-0.026, 0.158, -0.070], [-0.056, 0.062, 0.035], [0.072, -0.072, -0.158], [-0.122, 0.227, 0.119], [-0.065, 0.083, -0.013], [0.076, 0.144, -0.024], [-0.003, 0.004, -0.015], [0.004, -0.002, 0.020], [-0.105, -0.054, -0.109], [0.014, -0.103, 0.037], [0.071, -0.109, 0.071], [-0.152, 0.181, -0.006], [0.159, 0.059, 0.114], [-0.088, 0.060, -0.095], [0.003, -0.016, 0.012], [-0.241, -0.101, -0.154], [0.019, 0.009, 0.022], [0.024, -0.001, -0.007], [-0.004, 0.154, -0.070], [0.001, -0.076, 0.017], [0.043, -0.098, -0.055], [-0.109, -0.030, 0.053], [0.039, 0.019, -0.007], [-0.003, 0.013, 0.051], [0.020, -0.014, 0.007], [0.012, 0.018, 0.016], [0.011, 0.091, 0.027], [0.092, -0.009, 0.019], [-0.067, -0.020, -0.063], [0.004, 0.004, 0.082], [0.015, 0.013, -0.022], [0.028, -0.025, 0.009], [0.008, -0.014, -0.013], [0.001, 0.007, 0.003]]}

---

[3]
{"formula": "C6H10O", "method": "ωB97M-V/def2-TZVPD", "relative_energy_kj_mol": 323.0, "e_homo_ev": -8.579, "symbols": ["C", "C", "C", "C", "C", "C", "O", "H", "H", "H", "H", "H", "H", "H", "H", "H", "H"], "positions_angstrom": [[-2.19165, 0.17240, -0.02975], [-1.05899, -0.27367, 0.68348], [-0.17353, -1.35608, 0.13385], [1.30728, -1.06560, 0.00591], [1.87433, 0.11682, -0.21692], [1.15444, 1.43603, -0.30646], [-0.13641, 1.36157, 0.23602], [-3.00861, 0.62700, 0.52415], [-2.47181, -0.37422, -0.92860], [-1.22201, 1.16431, -0.32231], [-0.97075, -0.08220, 1.74964], [-0.55233, -1.65765, -0.85254], [-0.30945, -2.23045, 0.78491], [1.94528, -1.94760, 0.03459], [2.95427, 0.15806, -0.35465], [1.74745, 2.20103, 0.22041], [1.11251, 1.75024, -1.36173]], "forces_ev_per_a": [[-0.199, -0.308, 0.173], [-0.210, -0.101, -0.103], [-0.058, 0.030, -0.031], [0.108, 0.125, -0.015], [-0.085, -0.151, 0.029], [0.223, 0.038, -0.055], [-0.088, 0.079, -0.139], [0.118, -0.035, -0.071], [0.074, 0.080, 0.114], [0.376, 0.085, 0.136], [-0.003, -0.005, -0.167], [0.034, 0.060, 0.128], [0.032, 0.121, -0.067], [-0.072, 0.148, -0.005], [-0.162, -0.003, 0.020], [-0.097, -0.114, -0.072], [0.009, -0.048, 0.126]]}

---

no.,electronic energy (eV),frontier orbital gap (eV)
1,-58946.22054,9.7663
2,-58046.49006,8.4473
3,-8427.89256,9.6350